The following is a DFT calculation (the ωB97M-V functional and the def2-TZVPD basis) of the molecule C11H20N2O.

- relative energy (zero: lowest compared OMol25 entry of this formula, charge and spin) (kcal per mole) = 68.4
- multiplicity = 1
- HOMO-LUMO gap (hartree) = 0.3398
- LUMO energy (eV) = 0.89
- total charge = 0
- SMILES = O=C(N1CCCCC1)N1CCCCC1
- highest occupied orbital energy (eV) = -8.35

CARTESIAN COORDINATES (ANGSTROEM)
C (-0.1222, -1.1317, -0.3835)
C (1.8540, -0.8291, 0.9188)
C (3.3835, -0.8992, 0.7189)
C (4.0840, 0.3743, 0.2189)
C (3.0429, 1.2218, -0.4403)
C (1.9114, 0.4327, -1.0222)
C (-1.5805, 0.9479, -0.5065)
C (-2.6707, 1.5600, 0.4149)
C (-3.8632, 0.7564, 0.3112)
C (-3.6555, -0.8872, 0.4743)
C (-2.5436, -1.3727, -0.4163)
H (1.5646, -1.9114, 1.0957)
H (1.6647, -0.4076, 1.9120)
H (3.5170, -1.6622, -0.1121)
H (3.8472, -1.2097, 1.7092)
H (4.8260, -0.0631, -0.5585)
H (4.5271, 0.9542, 1.0446)
H (2.6582, 2.1261, 0.2455)
H (3.6285, 1.9030, -1.1927)
H (1.2228, 1.1499, -1.5965)
H (2.2454, -0.2397, -1.7550)
H (-1.5865, 1.1120, -1.6411)
H (-0.5852, 1.2780, -0.3794)
H (-2.7382, 2.6341, 0.1567)
H (-2.3220, 1.3640, 1.4012)
H (-4.2202, 0.8527, -0.6839)
H (-4.5953, 1.0717, 1.0027)
H (-3.5741, -1.0697, 1.5464)
H (-4.6351, -1.2314, 0.1184)
H (-2.9730, -1.6719, -1.3663)
H (-2.0035, -2.2090, -0.0042)
N (0.9772, -0.2053, -0.0144)
N (-1.4663, -0.5403, -0.4660)
O (0.1803, -2.1975, -0.7507)

The following is a DFT calculation (the ωB97M-V functional and the def2-TZVPD basis) of a cluster of 3 separate species, C3H12N2O2 in total.

- relative energy (zero: lowest compared OMol25 entry of this formula, charge and spin) (kcal per mole) = 45.3
- multiplicity = 2
- HOMO-LUMO gap (alpha / beta) (hartree) = 0.1135 / 0.3255
- LUMO energy (alpha / beta) (eV) = 4.05 / 3.85
- <S²> = 0.7506
- total charge = -1
- highest occupied orbital energy (alpha / beta) (eV) = 0.96 / -5.01

CARTESIAN COORDINATES (ANGSTROEM)
C (2.7590, -0.1385, -0.2015)
C (1.3963, 0.5614, -0.7351)
N (-0.4389, -1.8135, -0.0752)
C (-0.0257, -0.7410, 0.7443)
N (0.5150, 0.3915, 0.4009)
H (2.8552, 0.2521, 0.8246)
H (3.5916, 0.1234, -0.8816)
H (2.5127, -1.2051, -0.3420)
H (0.8993, 0.0529, -1.5257)
H (1.6082, 1.6328, -0.8198)
H (-0.0339, -1.7888, -1.0315)
H (-0.6496, -2.6788, 0.2521)
H (-0.0855, -0.7430, 1.9180)
H (-1.8263, 1.3635, 0.8609)
H (-1.2840, 1.4929, 2.3919)
O (-2.0617, 1.3989, 1.7760)
H (-3.6672, 0.0404, -0.6896)
H (-2.6036, 1.1576, -1.4488)
O (-3.4610, 0.6413, -1.4179)

The following is a DFT calculation (the ωB97M-V functional and the def2-TZVPD basis) of a cluster of 3 separate species, C7H12N2S in total.

- relative energy (zero: lowest compared OMol25 entry of this formula, charge and spin) (kcal per mole) = 223.2
- multiplicity = 1
- HOMO-LUMO gap (alpha / beta) (hartree) = 0.2341 / 0.2345
- LUMO energy (alpha / beta) (eV) = -1.63 / -1.62
- total charge = 0
- highest occupied orbital energy (alpha / beta) (eV) = -8.00 / -8.00

CARTESIAN COORDINATES (ANGSTROEM)
C (-0.3831, -1.4553, -0.2153)
C (0.8280, -1.7068, -0.0797)
C (-1.6748, -0.8856, -0.1392)
C (-2.5280, -0.2565, -0.9608)
C (-3.7745, 0.4176, -0.3374)
C (0.4347, 1.9289, 0.7712)
C (3.5426, 0.6809, -0.1997)
N (2.3527, -3.3273, 0.3395)
N (1.9580, -2.1573, 0.4868)
S (0.6805, 1.4562, -0.9222)
H (-2.1149, -1.2121, 0.7842)
H (-2.2353, 0.0507, -1.9480)
H (-3.9313, 0.4481, 0.6870)
H (-4.6771, -0.1222, -0.7522)
H (-3.7328, 1.4825, -0.7503)
H (0.6346, 1.2168, 1.5239)
H (0.9418, 2.8611, 1.0325)
H (-0.6008, 2.1129, 0.5765)
H (4.1638, 0.1752, -1.0678)
H (3.5870, 1.8319, -0.1691)
H (3.1549, -0.0219, 0.5326)
H (3.3740, -3.5180, 0.8077)

Repeat the third record exactly.
The following is a DFT calculation (the ωB97M-V functional and the def2-TZVPD basis) of a cluster of 3 separate species, C7H12N2S in total.

- relative energy (zero: lowest compared OMol25 entry of this formula, charge and spin) (kcal per mole) = 223.2
- multiplicity = 1
- HOMO-LUMO gap (alpha / beta) (hartree) = 0.2341 / 0.2345
- LUMO energy (alpha / beta) (eV) = -1.63 / -1.62
- total charge = 0
- highest occupied orbital energy (alpha / beta) (eV) = -8.00 / -8.00

CARTESIAN COORDINATES (ANGSTROEM)
C (-0.3831, -1.4553, -0.2153)
C (0.8280, -1.7068, -0.0797)
C (-1.6748, -0.8856, -0.1392)
C (-2.5280, -0.2565, -0.9608)
C (-3.7745, 0.4176, -0.3374)
C (0.4347, 1.9289, 0.7712)
C (3.5426, 0.6809, -0.1997)
N (2.3527, -3.3273, 0.3395)
N (1.9580, -2.1573, 0.4868)
S (0.6805, 1.4562, -0.9222)
H (-2.1149, -1.2121, 0.7842)
H (-2.2353, 0.0507, -1.9480)
H (-3.9313, 0.4481, 0.6870)
H (-4.6771, -0.1222, -0.7522)
H (-3.7328, 1.4825, -0.7503)
H (0.6346, 1.2168, 1.5239)
H (0.9418, 2.8611, 1.0325)
H (-0.6008, 2.1129, 0.5765)
H (4.1638, 0.1752, -1.0678)
H (3.5870, 1.8319, -0.1691)
H (3.1549, -0.0219, 0.5326)
H (3.3740, -3.5180, 0.8077)

Q: Which of these has the highest multiplicity?
A: C3H12N2O2

Q: The highest relative energy (zero: lowest compared OMol25 entry of this formula, charge and spin) belongs to which entry?
A: C7H12N2S